Molecular formula: C42H103ClINO18PS9
Method: DFT, ωB97M-V with the def2-TZVPD basis set

* HOMO level: -0.1575 Ha

Geometry as ORCA input:
```
! wB97M-V def2-TZVPD RIJCOSX def2/J DEFGRID3
* xyz -1 1
C 3.072 4.735 3.912
C 3.225 3.076 3.777
C 2.546 2.617 2.320
O 1.759 1.380 2.437
C 1.403 0.843 1.082
C 2.722 -0.147 0.818
C 2.574 -1.625 1.528
C 4.062 -2.144 2.037
C 4.415 -1.762 3.591
O 3.354 -2.071 4.566
C 3.082 -0.861 5.410
O 0.180 0.053 1.441
P -1.254 0.351 0.450
I -0.297 -1.539 -0.892
C -2.566 0.357 -0.932
C -3.327 1.781 -1.190
C -4.866 1.790 -0.534
C -5.915 2.645 -1.510
C -6.633 3.807 -0.550
N -7.674 3.245 0.395
C -2.046 -1.096 1.489
O -3.482 -0.906 1.739
C -3.871 -1.253 3.112
O -4.956 -0.336 3.504
C -6.031 -1.020 4.237
C -6.493 -0.090 5.548
O -6.365 1.368 5.244
C -2.005 1.704 1.568
C -1.374 1.790 3.079
O -1.312 0.807 3.980
Cl -0.638 3.439 3.623
O -0.423 1.560 -0.540
C 0.967 1.902 -0.090
C 1.760 1.916 -1.530
O 2.896 2.871 -1.566
C 2.559 4.022 -2.441
C 1.507 5.081 -1.709
H 3.748 5.198 3.058
H 1.934 5.073 3.803
H 3.452 5.083 4.987
H 2.608 2.642 4.698
H 4.342 2.726 3.778
H 1.765 3.487 2.077
H 3.321 2.633 1.442
H 2.934 -0.337 -0.318
H 3.726 0.323 1.259
H 2.229 -2.388 0.680
H 1.869 -1.654 2.461
H 4.159 -3.310 1.878
H 4.931 -1.668 1.372
H 5.348 -2.439 3.898
H 4.814 -0.640 3.676
H 2.584 -1.188 6.442
H 2.382 -0.119 4.818
H 4.056 -0.276 5.694
H -2.001 0.091 -1.950
H -3.404 -0.474 -0.829
H -2.717 2.741 -0.916
H -3.517 1.848 -2.367
H -4.894 2.327 0.509
H -5.224 0.677 -0.474
H -5.274 3.208 -2.326
H -6.718 1.905 -1.981
H -7.146 4.645 -1.217
H -5.735 4.299 0.050
H -7.379 2.306 0.762
H -7.653 3.901 1.232
H -1.409 -1.320 2.459
H -1.949 -2.080 0.822
H -4.199 -2.398 3.086
H -3.024 -1.161 3.913
H -6.994 -1.030 3.533
H -5.806 -2.129 4.535
H -5.822 -0.280 6.488
H -7.620 -0.255 5.840
H -5.399 1.633 5.183
H -1.749 2.746 1.044
H -3.169 1.682 1.676
H 0.841 3.041 0.154
H 2.046 0.834 -1.927
H 0.977 2.333 -2.328
H 3.545 4.664 -2.642
H 2.193 3.690 -3.524
H 1.826 6.171 -2.065
H 0.384 4.902 -2.008
H 1.638 4.981 -0.537
C -6.647 -1.007 10.750
S -7.722 0.164 9.886
O -8.177 -0.493 8.617
C -6.411 1.333 9.453
H -7.252 -1.854 11.083
H -5.865 -1.364 10.076
H -6.200 -0.520 11.620
H -5.643 0.830 8.860
H -5.972 1.743 10.366
H -6.848 2.144 8.867
C 5.510 4.671 -6.908
S 5.149 3.452 -5.620
O 4.393 4.157 -4.532
C 6.859 3.264 -5.060
H 4.569 4.969 -7.377
H 5.990 5.548 -6.468
H 6.163 4.223 -7.661
H 7.255 4.229 -4.736
H 7.467 2.862 -5.874
H 6.874 2.565 -4.220
C -1.469 -0.748 -6.154
S -1.186 0.435 -4.815
O -2.404 0.425 -3.939
C -1.274 1.914 -5.853
H -1.493 -1.754 -5.730
H -2.424 -0.538 -6.642
H -0.655 -0.681 -6.879
H -2.241 1.958 -6.360
H -0.465 1.893 -6.587
H -1.160 2.793 -5.215
C 0.291 -5.230 -7.966
S 0.103 -3.922 -6.731
O 0.217 -2.607 -7.445
C 1.680 -4.227 -5.898
H -0.575 -5.205 -8.633
H 1.201 -5.066 -8.548
H 0.333 -6.200 -7.467
H 2.503 -4.126 -6.609
H 1.676 -5.230 -5.467
H 1.799 -3.491 -5.100
C 5.272 -5.955 5.013
S 6.802 -4.991 5.071
O 7.180 -4.661 3.657
C 7.859 -6.357 5.611
H 4.467 -5.307 4.659
H 5.386 -6.798 4.328
H 5.030 -6.316 6.016
H 7.812 -7.175 4.888
H 7.532 -6.704 6.594
H 8.887 -5.994 5.680
C -7.400 7.813 -3.162
S -7.735 8.118 -1.410
O -7.492 6.833 -0.674
C -9.524 8.308 -1.595
H -6.330 7.626 -3.283
H -7.961 6.939 -3.503
H -7.681 8.692 -3.746
H -9.953 7.404 -2.035
H -9.736 9.171 -2.231
H -9.960 8.472 -0.607
C 0.489 -7.986 6.723
S 2.019 -7.022 6.781
O 2.397 -6.692 5.367
C 3.076 -8.388 7.321
H -0.317 -7.338 6.369
H 0.603 -8.829 6.038
H 0.247 -8.347 7.726
H 3.029 -9.206 6.599
H 2.749 -8.735 8.304
H 4.104 -8.025 7.391
C 3.677 -6.433 -2.153
S 3.942 -7.433 -3.637
O 3.112 -6.838 -4.736
C 3.072 -8.898 -3.031
H 4.111 -5.444 -2.318
H 2.607 -6.332 -1.957
H 4.172 -6.907 -1.301
H 2.040 -8.643 -2.780
H 3.587 -9.290 -2.151
H 3.076 -9.656 -3.818
C 2.970 2.692 -10.788
S 4.713 2.209 -10.765
O 5.190 2.311 -9.346
C 5.320 3.665 -11.649
H 2.393 1.936 -10.250
H 2.843 3.660 -10.298
H 2.620 2.745 -11.822
H 5.047 4.573 -11.106
H 4.893 3.687 -12.654
H 6.408 3.600 -11.721
*
```

Here are the Löwdin charges for atoms 1 to 5, given in e: C -0.162; C -0.207; C -0.224; O -0.174; C -0.331